[1]
A molecular structure, C42H47BFN13O5S2Ti. Source: OMol25; level of theory: the ωB97M-V functional and the def2-TZVPD basis.

Geometry as ORCA input:
```
! wB97M-V def2-TZVPD RIJCOSX def2/J DEFGRID3
* xyz 3 2
Ti 1.5062 0.0986 0.6572
C 5.0085 0.5496 0.5547
C 4.3601 0.1509 1.8356
C 4.9410 0.0107 3.0910
C 3.9157 -0.3812 3.9342
N 2.7892 -0.4796 3.2274
N 3.0468 -0.1464 1.9376
B 1.3343 -0.8103 3.6992
N 0.7263 -1.8720 2.7316
C 0.3094 -3.1282 2.9222
C -0.2382 -3.5979 1.7442
C -0.1258 -2.5529 0.8350
C -0.5952 -2.5614 -0.5846
N 0.4576 -1.4998 1.4372
N 0.5127 0.4821 3.4635
C -0.2764 1.1804 4.2839
C -0.6019 2.3713 3.6712
C 0.0383 2.3389 2.4346
C 0.0229 3.4188 1.4047
N 0.7108 1.1785 2.3090
N 1.3764 -1.1974 5.1479
C 1.5835 -0.3677 6.2129
C 1.7409 -1.1401 7.3246
C 1.6294 -2.4739 6.8600
C 1.7094 -3.7373 7.6488
N 1.4238 -2.4960 5.5560
H 6.0895 0.5227 0.6642
H 4.7165 -0.1107 -0.2623
H 4.7208 1.5615 0.2701
H 5.9743 0.1671 3.3489
H 3.9335 -0.5968 4.9908
H 0.4266 -3.5863 3.8893
H -0.6697 -4.5687 1.5687
H -0.2122 -3.4443 -1.0977
H -1.6840 -2.6201 -0.6096
H -0.2867 -1.6753 -1.1292
H -0.5734 0.7860 5.2412
H -1.2029 3.1694 4.0719
H -0.0122 4.3866 1.9012
H 0.9105 3.3808 0.7823
H -0.8651 3.3412 0.7723
H 1.6222 0.7040 6.0977
H 1.9060 -0.8108 8.3367
H 0.9314 -3.7630 8.4123
H 1.5812 -4.5984 6.9964
H 2.6673 -3.8141 8.1639
C -1.4511 5.7709 -3.4258
C -1.1278 4.4594 -4.1288
N -0.9493 3.3534 -3.1659
C 0.2926 3.0440 -2.7818
C 0.5855 2.1277 -1.8081
C 2.0108 1.8965 -1.4224
O 2.9170 1.9802 -2.2005
O 2.1425 1.5923 -0.1268
C -0.4575 1.4384 -1.1479
O -0.2625 0.5615 -0.2404
C -1.7949 1.7544 -1.5764
C -2.8952 1.1222 -0.9763
C -4.1608 1.4210 -1.3664
F -5.1802 0.8604 -0.6928
C -4.4418 2.3434 -2.4069
C -3.3477 2.9841 -2.9734
C -2.0314 2.7127 -2.5771
N -5.7377 2.6123 -2.8254
C -6.8736 1.7238 -2.6333
C -7.6500 1.5774 -3.9371
N -8.0915 2.9309 -4.4216
C -6.9140 3.8481 -4.5913
C -6.1600 3.9275 -3.2711
H -1.6017 6.5587 -4.1627
H -0.6253 6.0703 -2.7800
H -2.3513 5.6889 -2.8155
H -0.1987 4.5496 -4.6864
H -1.8984 4.1837 -4.8447
H 1.1015 3.5650 -3.2799
H -2.7296 0.4225 -0.1673
H -3.5183 3.7064 -3.7561
H -7.5387 2.1128 -1.8512
H -6.5637 0.7309 -2.3324
H -8.5293 0.9523 -3.7928
H -7.0256 1.1441 -4.7162
H -8.7390 3.3339 -3.7386
H -8.6055 2.8449 -5.3003
H -7.2739 4.8283 -4.8989
H -6.2895 3.4294 -5.3785
H -6.8158 4.3762 -2.5116
H -5.3151 4.5984 -3.3893
O 3.3979 -4.4916 -2.7271
C 3.0272 -3.3745 -3.3189
C 3.0474 -3.3694 -4.7208
C 2.6633 -2.2572 -5.4174
C 2.2384 -1.0911 -4.7444
C 2.2111 -1.0701 -3.3842
C 2.6044 -2.1996 -2.6167
C 2.5792 -2.0998 -1.1876
O 2.1416 -0.9880 -0.6581
N 2.9990 -3.1568 -0.4761
N 2.9092 -3.0748 0.8257
C 3.3392 -4.1736 1.4475
S 3.9425 -5.5752 0.6385
C 3.9421 -6.6203 2.1215
C 4.2535 -5.7335 3.3064
S 3.2494 -4.2272 3.1527
H 3.3651 -4.3499 -1.7579
H 3.3804 -4.2694 -5.2194
H 2.6920 -2.2734 -6.4990
H 1.9539 -0.2155 -5.3112
H 1.9158 -0.1744 -2.8639
H 4.7011 -7.3888 1.9846
H 2.9643 -7.0943 2.2022
H 5.2993 -5.4276 3.3237
H 4.0001 -6.2109 4.2513
*
```

## Properties
**Expectation value of S²**: 0.771
**Relative energy (zero: lowest compared OMol25 entry of this formula, charge and spin)**: 0.356 eV
**Electronic energy**: -4486.7437 hartree
**HOMO energy (spin up / spin down)**: -14.471 / -14.476 eV


[2]
A molecular structure, C42H47CuF3Ge2IO4P. Source: OMol25; level of theory: the ωB97M-V functional and the def2-TZVPD basis.

Geometry as ORCA input:
```
! wB97M-V def2-TZVPD RIJCOSX def2/J DEFGRID3
* xyz -2 2
Cu -0.1138 0.4436 1.2504
I 0.6892 1.0982 4.0680
C -0.1303 2.9870 3.6958
C 0.1110 3.9454 4.6413
C -0.4280 5.2399 4.4866
C -1.2031 5.5159 3.4013
C -1.4640 4.5302 2.4148
C -2.2783 4.8536 1.3056
C -2.5082 3.9089 0.3476
C -1.9177 2.6342 0.4485
C -1.1015 2.2234 1.4884
C -0.9067 3.2135 2.5163
H 0.7152 3.7102 5.5070
H -0.2258 5.9989 5.2340
H -1.6370 6.5024 3.2685
H -2.6991 5.8518 1.2344
H -3.1299 4.1408 -0.5122
H -2.1042 1.9576 -0.3766
C 2.4528 4.0841 1.3631
C 2.2093 4.0425 -0.1426
C 3.5273 4.0450 -0.9087
C 1.3320 5.2114 -0.5714
O 1.4144 2.8831 -0.4237
P 1.8574 1.4145 -0.8419
O 2.6051 1.3529 -2.1258
O 0.5697 0.6148 -0.7264
O 2.7874 1.0375 0.4155
C 3.6340 -0.1276 0.5089
C 3.7343 -0.4007 2.0028
C 4.9871 0.2393 -0.0894
C 3.0320 -1.3304 -0.2043
H 3.1006 4.9280 1.6167
H 2.9257 3.1576 1.6891
H 1.5066 4.1912 1.8962
H 4.0342 4.9976 -0.7339
H 3.3541 3.9114 -1.9760
H 4.1761 3.2341 -0.5754
H 1.8014 6.1603 -0.2986
H 0.3599 5.1375 -0.0803
H 1.1741 5.1867 -1.6514
H 4.0601 0.4998 2.5278
H 4.4502 -1.2045 2.1931
H 2.7549 -0.6925 2.3859
H 5.4229 1.0826 0.4523
H 4.8578 0.5178 -1.1363
H 5.6713 -0.6106 -0.0244
H 2.0362 -1.5483 0.1854
H 3.6769 -2.1979 -0.0396
H 2.9621 -1.1511 -1.2764
C -4.4594 -0.2984 0.1216
Ge -3.5371 -1.6186 -1.0333
C -5.0030 -2.2850 -2.2009
C -3.1793 -3.1258 0.1955
Ge -1.2972 -0.5093 -1.4032
C -0.2771 -1.7934 -2.5340
C -0.7530 -3.0882 -2.7450
C -0.0882 -3.9827 -3.5760
C 1.0791 -3.5957 -4.2179
C 1.5715 -2.3126 -4.0153
C 0.9049 -1.4243 -3.1809
C -1.7217 0.8957 -2.7731
C -0.7481 1.7325 -3.3270
C -1.0808 2.7135 -4.2519
C -2.4001 2.8960 -4.6456
C -3.3823 2.0761 -4.1108
C -3.0404 1.0923 -3.1893
H -5.2817 -0.7747 0.6634
H -4.8617 0.5377 -0.4560
H -3.7486 0.1095 0.8432
H -5.7580 -2.7185 -1.5406
H -4.6649 -3.0476 -2.9043
H -5.4553 -1.4706 -2.7698
H -4.0348 -3.2708 0.8613
H -2.2977 -2.8943 0.7948
H -2.9941 -4.0621 -0.3370
H -1.6592 -3.4156 -2.2457
H -0.4820 -4.9835 -3.7170
H 1.6018 -4.2884 -4.8683
H 2.4859 -1.9971 -4.5061
H 1.3162 -0.4316 -3.0419
H 0.2919 1.6211 -3.0507
H -0.2989 3.3432 -4.6622
H -2.6597 3.6705 -5.3588
H -4.4190 2.2031 -4.4044
H -3.8301 0.4671 -2.7867
F -0.4037 -8.5147 4.4629
C 0.1288 -8.2625 3.2442
F 1.3605 -8.8185 3.2441
F -0.6059 -9.0019 2.3728
C 0.1462 -6.8113 2.9118
C 1.1992 -6.2609 2.1894
C 1.1860 -4.9199 1.8560
C 0.1237 -4.0826 2.2365
C -0.9377 -4.6651 2.9514
C -0.9257 -6.0046 3.2844
C 0.1190 -2.7025 1.9031
C 0.1316 -1.5028 1.6409
H 2.0299 -6.8855 1.8867
H 2.0000 -4.4898 1.2876
H -1.7718 -4.0373 3.2341
H -1.7531 -6.4314 3.8381
*
```

## Properties
**Expectation value of S²**: 0.756
**Relative energy (zero: lowest compared OMol25 entry of this formula, charge and spin)**: 0.155 eV
**Electronic energy**: -8662.7209 hartree
**HOMO energy (spin up / spin down)**: -1.000 / -1.575 eV